(1)
Molecular formula: C35H50NO5SbSe4SiTeTl
Method: DFT, ωB97M-V/def2-TZVPD

**Total charge**: -2
**<S²>**: 0.759
**Multiplicity**: 2
**E_HOMO (spin up / spin down)**: -1.6 / -1.6 eV

The geometry in XYZ format:
```
99
C35H50NO5SbSe4SiTeTl ωB97M-V/def2-TZVPD
H 20.1668 14.7347 11.9203
C 14.8390 10.8200 9.2611
C 8.8977 14.3224 17.7583
H 13.7606 19.6239 18.1332
H 15.9284 12.5943 8.6406
C 16.7585 16.6139 11.9147
N 15.3509 13.4901 11.1999
C 11.9727 18.4324 18.1177
C 11.9184 18.2920 19.6552
Se 9.8420 17.0739 12.1281
H 9.3061 15.2244 20.1870
C 10.8199 13.0767 9.1563
O 13.4636 15.2333 18.6878
H 12.7248 10.2487 12.7473
O 14.3830 15.1897 12.4269
Se 6.0175 15.6882 12.4245
C 12.1476 9.9735 11.8607
C 19.1683 15.2061 11.8873
C 11.7639 14.2504 9.0363
H 10.4238 12.9983 10.1735
C 12.7768 19.6259 17.6801
H 14.2700 6.5642 8.3621
H 9.0192 14.4003 16.6929
H 16.6081 11.9326 10.0680
Tl 11.6791 15.2653 14.0865
H 12.1177 13.1362 18.4381
H 14.3622 16.9307 8.1111
H 14.8598 17.4015 18.8984
H 8.2602 13.4655 17.9790
C 16.1042 11.6654 9.1433
H 15.1313 14.8410 9.2645
H 10.5523 18.7231 16.5464
H 14.4823 7.6558 6.9041
H 11.3399 19.1588 20.0131
H 17.8993 18.3121 11.4211
C 15.2387 16.6148 19.5873
C 17.9235 17.2579 11.5465
C 17.9976 14.5200 12.0773
C 13.9031 8.6333 8.6956
Se 7.9344 15.0830 9.1674
H 15.5041 9.5958 7.6196
H 11.3803 17.3789 19.9569
H 9.8697 13.3260 8.5998
H 12.8251 18.5074 20.1711
H 10.9786 14.7710 20.3993
H 14.6597 13.1346 19.6117
C 19.1052 16.5688 11.5460
Si 12.4661 15.6987 17.4779
C 13.0818 8.6914 9.8426
H 17.9760 13.4172 12.2375
H 10.3465 15.5464 7.9748
H 14.8214 16.8298 20.5975
H 14.3404 14.3019 20.9012
H 9.9646 17.6991 17.9851
C 14.0665 15.0543 9.1004
C 15.3972 14.5961 11.9059
Sb 8.2420 15.2762 11.5764
C 13.6728 16.1410 8.3526
C 11.0796 13.0776 18.0591
H 20.0549 16.9949 11.2202
Te 13.4585 12.8223 11.2117
H 16.6726 15.0450 17.9299
H 12.8834 7.1707 7.4486
H 16.7793 11.0764 8.5268
H 16.3005 16.7763 19.6862
Se 9.1268 13.2249 12.6768
C 14.8674 15.2491 19.0044
H 16.0210 13.9891 20.4450
H 11.3953 10.7772 11.8452
C 13.8220 10.9850 10.2156
C 10.2295 14.2485 18.4856
H 12.3122 20.5591 18.0168
O 10.9249 15.4586 18.0935
C 15.6301 14.9792 17.6906
H 9.6441 13.4886 20.4897
H 11.6496 8.9916 12.0046
H 8.2714 15.2068 18.0008
C 13.0608 14.1956 9.5854
C 14.9902 14.1094 20.0218
H 12.8741 19.6707 16.5998
C 10.5327 18.5743 17.6062
O 12.6242 17.2984 17.4624
C 14.8100 9.6785 8.4563
H 15.7675 17.0840 12.1477
H 15.3495 13.9629 17.2984
C 12.3926 16.2601 7.8131
H 10.5893 12.1743 18.4870
C 11.4300 15.3616 8.1901
C 16.7763 15.2214 12.0323
H 11.2370 12.0687 8.8762
C 10.0192 14.4009 19.9786
H 15.3086 15.7395 16.9777
H 12.2626 16.9504 7.0211
O 12.7677 14.9190 16.1049
C 13.0216 9.8854 10.6007
H 11.0519 12.9826 17.0075
H 12.4731 7.8300 10.1467
C 13.9067 7.3985 7.7925
H 10.0393 19.4680 18.0185
```

=====

(2)
Molecular formula: C3H7NS2
Method: DFT, ωB97M-V/def2-TZVPD

**Energy above the lowest of the compared OMol25 structures with the same formula, charge and spin**: 15.4 kcal per mole
**SMILES**: C[C@H](N)C(=S)S
**E_HOMO**: -8.9 eV

The geometry in XYZ format:
```
13
C3H7NS2 ωB97M-V/def2-TZVPD
H -2.6923 -0.0939 0.0990
S -1.7001 -0.9409 -0.2612
H 2.0964 1.2249 -0.3664
C 1.4859 -1.2808 0.9860
H 0.6850 -1.7686 1.5474
H 1.9894 -0.5287 1.6817
N 2.0248 0.3677 -0.8843
H 2.2361 -2.0618 0.7435
H 1.7960 0.5891 -1.8332
S -0.4252 1.6934 0.3692
C 0.9690 -0.6003 -0.3115
H 0.8212 -1.4144 -1.0866
C -0.3049 0.1211 -0.0617
```

=====

(3)
Molecular formula: C6H12N2O2S
Method: DFT, ωB97M-V/def2-TZVPD

**Energy above the lowest of the compared OMol25 structures with the same formula, charge and spin**: 17.6 kcal per mole
**<S²>**: 2.016
**Multiplicity**: 3
**E_HOMO (spin up / spin down)**: -7.3 / -9.0 eV

The geometry in XYZ format:
```
23
C6H12N2O2S ωB97M-V/def2-TZVPD
H -0.2455 -1.6331 1.3925
H 1.4312 -2.7369 -0.4851
H -1.6856 -6.0512 -1.9585
H -0.4098 3.2734 -0.5478
H 3.1281 -2.3703 -0.1076
H -0.4736 0.7949 -1.2878
H -1.9475 0.9768 1.0770
O -3.9109 0.4792 0.7017
N 0.6868 -0.1174 0.0449
C -1.0678 0.5764 0.7528
H 1.1926 2.6711 -0.9508
S -3.3881 0.0782 -0.6165
C 0.3874 2.5955 -0.2139
C -0.1233 1.0851 -0.2942
O 2.3404 -0.3138 -1.5257
H -3.9005 -1.3733 -2.0921
H 1.9356 -1.9781 1.1221
C 1.7149 -0.6595 -0.5545
C -0.3822 -0.5814 0.9030
H 0.7514 2.8509 0.7825
H -2.3481 -5.7401 -2.0015
C 2.0328 -2.0591 -0.0348
N -4.2167 -0.9778 -1.2495
```

=====

(4)
Molecular formula: C18H23N3O3S2
Method: DFT, ωB97M-V/def2-TZVPD

**Energy above the lowest of the compared OMol25 structures with the same formula, charge and spin**: 435.7 kcal per mole
**E_HOMO**: -7.9 eV

The geometry in XYZ format:
```
49
C18H23N3O3S2 ωB97M-V/def2-TZVPD
C 0.4003 0.4839 -1.8156
H 0.2834 -2.6102 -2.1937
H -1.0101 -0.8294 -0.8916
H -0.4296 1.1242 1.7501
C 3.9249 0.5764 0.0103
C -1.7610 0.8727 -0.8199
N 1.2199 -0.9854 -2.3541
N -0.6651 -0.0307 -1.2328
O 1.9552 -3.5122 0.3193
H 5.1474 2.9630 0.8165
N 1.1300 -2.0024 -1.6943
C 1.3914 0.2659 1.4091
H 2.0955 -0.5091 -2.5841
H -0.3126 -0.7824 1.6488
C 0.1468 0.2518 1.7142
C 3.9947 -1.8090 -0.7832
C -3.8351 0.7236 0.2173
H -4.6514 -2.8840 -1.2044
C 3.2977 -0.5877 0.0516
C -2.8001 2.8203 0.0314
H 3.7294 3.4619 1.6620
H 3.4343 -2.0200 -1.4882
O -2.6187 -1.0988 -0.3224
H 1.5964 2.1757 2.0515
H 4.3333 -2.5099 -0.2446
H -2.8045 4.0979 0.1206
H -4.7719 0.2634 0.8125
H -5.3783 -1.5236 -0.4671
C -2.7735 0.1377 -0.2201
H 0.3562 -0.1651 3.0249
C -1.6853 2.2522 -0.8174
C -4.9086 -2.2915 -0.2152
H -2.9525 -2.9873 0.6099
H 3.7917 3.6070 0.0482
S 1.1280 -2.3266 0.1260
O -0.1368 -2.5372 0.4918
H -3.9779 -1.4736 1.3527
H -5.5562 -2.8620 0.1899
C -3.5122 -2.0060 0.4492
H -4.7106 2.7997 0.8686
C 3.2611 1.7261 0.9475
C 4.0891 2.9214 0.9557
H -0.7308 2.6696 -0.9420
C 2.1541 -0.6831 0.4161
C 2.1352 1.5334 1.4292
H 4.9271 -1.3485 -1.0020
H 4.9290 0.5916 -0.3542
S 0.9843 1.8565 -2.3280
C -3.8533 2.1998 0.4504
```

=====

(5)
Molecular formula: C7H10O2S
Method: DFT, ωB97M-V/def2-TZVPD

**Energy above the lowest of the compared OMol25 structures with the same formula, charge and spin**: 56.6 kcal per mole
**<S²>**: 2.144
**Multiplicity**: 3
**E_HOMO (spin up / spin down)**: -7.9 / -8.9 eV

The geometry in XYZ format:
```
20
C7H10O2S ωB97M-V/def2-TZVPD
H 2.1525 -0.2122 1.4225
C -0.7130 -0.2449 -0.4972
C -1.5383 -0.7485 -2.6500
C -0.1319 1.1646 1.3034
H 1.6351 -1.3314 0.0872
H -0.6380 -3.1069 -1.9827
S -2.3835 0.6734 -2.6804
C 1.6769 -0.2935 0.3762
O -0.8763 -2.5692 -1.1257
H 2.0927 0.2411 -0.4795
C -1.5346 1.7786 -1.6399
H -1.0823 1.1083 1.8118
C -0.9633 -1.1599 -1.4028
H -1.8247 -1.3841 -3.5907
O -2.4220 1.1148 -4.0766
H -0.0910 -0.9898 1.3748
H -0.2792 1.8372 0.5373
C 0.1639 -0.1246 0.7243
H -2.1424 2.0418 -0.7867
H 0.6667 1.5640 2.0042
```